Entry 1:
Below is a molecular structure, CHF3NO4S2V, with properties calculated with ωB97M-V/def2-TZVPD.

Structure (XYZ):
```
13
Properties=species:S:1:pos:R:3:mulliken_spin:R:1
V 2.29935 0.06169 -1.36711 3.088
S 0.09496 -0.34742 0.91114 0.012
S -0.73215 -0.84535 -1.74656 0.009
F 0.16028 1.60201 2.59907 0.000
F -1.83638 0.99342 2.04877 0.000
F -0.64095 2.15360 0.67576 0.000
O 0.08669 -1.37242 1.91807 0.001
O -1.83981 -1.14128 -2.59655 0.020
O 1.38649 0.06286 0.32151 0.014
O 0.39368 -0.05767 -2.25587 -0.023
N -1.03557 -0.71716 -0.25216 0.014
C -0.62873 1.24394 1.61610 0.002
H 2.29216 -1.63621 -1.87218 -0.139
```

## Properties
- charge = +1
- 2S+1 = 4
- LUMO (spin up / spin down) (eV) = -7.59 / -7.56
- energy relative to the best compared isomer or geometry (same formula, charge and spin) (eV) = 0.000
- expectation value of S² = 3.7748
- max |F| (eV/A) = 3.011



Entry 2:
Below is a single C5H6N2O molecule, with properties calculated with ωB97M-V/def2-TZVPD.

Structure (XYZ):
```
14
Properties=species:S:1:pos:R:3:nbo_charge:R:1
O -0.83018 0.30072 -0.69882 -0.504
N 0.31124 0.07939 1.30651 -0.530
N 1.17885 1.19075 -0.52162 -0.598
C 0.04995 0.58643 0.19084 0.656
C 2.31693 0.89781 0.29318 -0.078
C -1.49014 -0.99626 -0.38644 0.082
C 1.77430 0.12979 1.35590 -0.125
C -2.64491 -1.08746 -0.85655 -0.456
H 2.08213 -0.28670 2.33848 0.224
H 1.20670 1.80353 -1.30352 0.413
H -2.93854 -2.12183 -0.43270 0.225
H 3.06767 1.47255 0.09291 0.198
H -0.87799 -1.50005 0.34497 0.236
H -3.20600 -0.46866 -1.72314 0.258
```

## Properties
- LUMO (eV) = 0.98
- energy relative to the best compared isomer or geometry (same formula, charge and spin) (eV) = 3.622
- structure (SMILES) = C=COc1ncc[nH]1
- max |F| (eV/A) = 8.919



Entry 3:
Below is a molecular structure, C34H51Cl4F9N4O9PS2, with properties calculated with ωB97M-V/def2-TZVPD.

Structure (XYZ):
```
114
Properties=species:S:1:pos:R:3:lowdin_charge:R:1
Cl 5.92539 -3.35326 7.80990 0.507
Cl 13.43907 0.38198 2.97758 0.027
Cl 7.30278 -0.93880 6.93973 0.529
Cl 8.72956 -3.47642 7.03211 0.507
S -0.34996 -4.47770 2.98261 0.589
S 0.56849 0.18896 3.64753 0.561
P 0.23725 2.58624 -2.21321 0.785
F 3.47192 -1.29555 1.18836 0.006
F 5.83085 -3.08943 1.79203 0.054
F 5.76144 -1.66809 -0.78780 0.007
F 5.38118 -1.28560 3.43878 0.045
F 4.17799 0.95776 1.49603 -0.024
F 7.03295 0.64361 2.11534 0.050
F 8.06705 -1.05557 0.80325 0.001
F 7.56057 -2.24621 3.21087 0.015
F 6.33661 0.64488 -0.72372 0.021
O -3.27502 1.46766 -2.71740 -0.194
O -9.11853 -0.73922 1.02997 0.127
O -1.72398 3.30396 -0.13036 -0.237
O 11.57789 0.54874 1.96514 -0.480
O 1.32405 1.99179 -3.43631 -0.281
O -1.02561 3.47349 -3.07811 -0.239
O 9.59945 3.32401 2.95682 -0.214
O -11.16776 -1.44362 1.76380 0.067
O -10.08632 -2.63145 0.18460 0.030
N 1.18570 1.08333 0.77570 0.076
N 1.12750 3.54786 -1.23255 -0.207
N 13.42683 -1.05001 -0.14904 0.296
N -0.19335 -1.02030 -0.06320 -0.167
C -7.50161 0.94968 -2.72521 -0.028
C -0.20736 -2.19732 0.86919 -0.236
C -6.64968 -2.27880 -0.03177 -0.116
C 6.73536 -0.64890 1.39109 -0.072
C -4.90919 -0.34428 -1.38055 0.038
C -6.15719 4.24576 -3.10381 -0.102
C 0.00971 -4.93653 1.20082 -0.547
C 10.62982 2.72611 2.33993 -0.435
C 10.52794 1.14249 2.55100 -0.360
C -3.90838 3.46286 1.32171 -0.106
C -6.01366 2.90527 -4.07654 -0.372
C -10.04288 -1.53426 0.99575 -0.516
C -6.37858 -0.97775 -1.02314 -0.153
C 5.72764 -0.45633 0.11361 -0.099
C 6.32859 -1.84744 2.43190 -0.134
C 1.91522 -0.34399 -1.12752 -0.073
C 0.60963 0.21208 -0.27901 -0.363
C -1.09580 0.09436 -2.14028 -0.245
C -11.19492 -3.40646 0.59992 -0.137
C -4.76384 2.98212 -5.13350 -0.118
C 0.01742 -3.66184 0.15261 -0.239
C -6.00478 1.60804 -3.07555 -0.066
C 7.16842 -2.69349 6.73330 -1.547
C -7.74129 -0.32348 -1.71779 -0.032
C 1.07524 0.64134 2.05338 -0.535
C -0.49670 1.18347 -1.08061 -0.228
C -4.63925 0.93280 -2.40356 -0.080
C -12.07993 -2.40764 1.27231 -0.143
C -3.12481 3.75195 -0.10093 -0.248
C 3.32553 0.42356 -0.80509 -0.079
C -1.60579 1.83623 -0.01134 -0.115
C -2.35902 0.40200 -3.10977 -0.180
C 4.15553 -0.17695 0.49775 -0.182
C -1.17473 -1.17456 -1.05319 -0.171
H -5.85140 5.23975 -3.64658 0.079
H 4.03292 0.20161 -1.74206 0.129
H 1.05895 -5.48689 1.14195 0.085
H -1.36027 1.60901 1.10862 0.133
H -11.67955 -3.88109 -0.25769 0.138
H 11.64452 3.00932 2.67428 0.082
H -1.91391 0.71107 -4.17378 0.129
H -3.96387 -0.84417 -0.87826 0.069
H -3.95908 2.28944 1.46355 0.078
H -0.95340 3.13701 -4.03906 0.076
H 9.52537 0.86076 2.18506 0.116
H 1.97626 -1.50895 -0.87009 0.129
H 2.12900 3.56002 -1.52792 -0.045
H -3.78337 3.35684 -0.98438 0.095
H 10.41007 0.99218 3.63862 0.115
H -7.00711 2.81826 -4.73304 0.126
H -12.76700 -1.91987 0.57295 0.135
H -8.45840 1.42119 -3.23584 0.080
H 0.62465 -2.08769 1.68607 0.083
H 12.91872 -1.44266 -0.95023 0.149
H -0.29601 -0.32149 -2.92502 0.121
H -6.21296 -3.29002 -0.45271 0.078
H -0.83831 -5.70048 0.86951 0.074
H 13.93188 -1.80021 0.33710 0.146
H 6.87311 -2.89712 5.70084 -0.005
H -2.70018 1.39087 -0.18530 0.124
H 10.71340 2.87408 1.24901 0.088
H -1.27815 -2.23117 1.37458 0.113
H -4.94819 3.70845 -6.05376 0.084
H -7.82574 -2.46073 0.06153 0.053
H -3.10191 4.93926 -0.21900 0.137
H -0.80567 -3.92079 -0.67059 0.101
H -8.79900 -0.77934 -1.46925 0.075
H -7.30765 4.29019 -2.78962 0.085
H -3.84603 3.44214 -4.53231 0.080
H 1.77922 -0.30484 -2.29798 0.109
H 3.23885 1.61419 -0.78716 0.136
H -1.95600 -2.03435 -1.20361 0.069
H 2.04893 2.69759 -3.56886 0.092
H -4.40728 1.91594 -5.48958 0.086
H 12.76030 -0.61151 0.49732 0.071
H -5.02817 3.85321 1.20177 0.085
H 0.53960 -5.16377 3.84791 -0.134
H -5.56056 4.10583 -2.08956 0.073
H -6.22161 -2.14942 1.04956 0.084
H -10.84520 -4.18447 1.28673 0.138
H -2.92137 -0.63059 -3.31736 0.145
H -3.40223 4.00070 2.23552 0.083
H -12.65763 -2.84705 2.09012 0.136
H 1.05454 -3.65788 -0.42527 0.108
H 14.09629 -0.34549 -0.48026 0.151
```

## Properties
- charge = -1
- LUMO (eV) = -0.20
- max |F| (eV/A) = 9.374



Entry 4:
Below is a molecular structure, C16H47BGaN2O9S5, with properties calculated with ωB97M-V/def2-TZVPD.

Structure (XYZ):
```
81
Properties=species:S:1:pos:R:3:lowdin_charge:R:1
Ga -0.37230 -1.64697 -3.64187 0.378
S -2.19821 5.49302 -1.07206 0.843
S 2.89753 -7.16012 4.53542 0.847
S -4.40105 4.69946 4.16635 0.795
S 3.04684 4.28225 0.74239 0.801
S 1.38088 -4.86585 1.29618 0.817
O 2.58200 -5.98759 3.65449 -0.601
O 0.10912 0.67038 -1.50975 -0.045
O 1.21857 0.97433 -3.78981 -0.177
O 3.75876 4.09696 -0.56501 -0.569
O 1.34536 -4.11194 -3.57028 -0.320
O -4.59368 5.22181 5.55937 -0.572
O -1.23074 5.74116 0.04726 -0.577
O -3.96973 1.63434 -2.32288 -0.115
O 0.75272 -4.31919 0.04838 -0.556
N -0.07616 -1.59163 -5.58402 -0.144
N -2.98238 1.05605 -4.51778 0.052
C -2.66330 4.94571 3.72906 -0.270
C 0.53719 -3.24529 -2.69634 -0.288
C 2.44712 -3.36872 -4.21588 -0.156
C -3.35306 0.69540 -3.07629 -0.283
C 3.48691 -6.50888 6.11661 -0.267
C 2.77436 -3.79226 1.71853 -0.267
C -2.45904 -1.85178 -3.42260 -0.279
C -3.10004 -0.76654 -2.37328 -0.208
C 2.38588 -6.29196 0.81884 -0.270
C 1.32949 -7.79868 5.17280 -0.260
C -3.49522 4.40345 -0.43782 -0.265
C 3.61756 5.84346 1.45549 -0.285
C -3.24656 6.95996 -1.21966 -0.274
C 2.64585 0.65313 -3.51936 -0.128
C 1.36999 4.85146 0.37235 -0.295
C -4.31056 2.89562 4.26988 -0.270
B 0.36163 0.13827 -2.88671 -0.481
H -3.67676 7.21104 -0.24720 0.053
H -2.50010 -0.68265 -1.35258 0.124
H 1.12443 -2.82270 -1.75872 0.058
H 3.11522 1.65387 -3.07381 0.103
H 3.42958 -3.67253 0.85243 0.057
H -3.56373 2.60098 5.01098 0.057
H 0.76437 -8.22618 4.34114 0.055
H -2.64753 -2.97486 -3.15278 0.045
H 2.77284 -0.22708 -2.73411 0.091
H -4.17706 -1.18102 -2.06990 0.110
H -2.01930 4.52293 4.50384 0.058
H 0.82853 4.04076 -0.12095 0.049
H -4.04995 2.48684 3.29102 0.054
H 3.32991 -4.22703 2.55251 0.023
H 0.75205 -6.98840 5.62423 0.061
H 1.72003 -7.08816 0.47741 0.050
H -5.28939 2.51510 4.57131 0.049
H -2.45768 4.46797 2.76807 0.041
H 1.52681 -8.57707 5.91330 0.051
H -0.77546 -0.85974 -5.90988 -0.029
H -3.91002 4.81423 0.48574 0.042
H 3.22004 0.38615 -4.51020 0.099
H 4.66954 5.73628 1.73065 0.043
H 3.03214 6.07184 2.34943 0.047
H 0.86012 5.11284 1.30235 0.044
H -3.89673 1.37754 -4.94121 0.083
H 3.51486 6.64834 0.72379 0.054
H -2.96208 -1.62742 -4.48169 0.052
H 2.95480 -6.64307 1.68316 0.011
H 0.85295 -1.11677 -5.72480 -0.043
H 1.40778 5.71822 -0.29179 0.057
H 3.06548 -6.01612 0.00901 0.059
H -2.47399 6.01866 3.64654 0.053
H -0.32529 -3.92736 -2.24071 0.076
H 2.15416 -2.97590 -5.29797 0.083
H 3.33138 -4.14691 -4.40407 0.087
H 4.45165 -6.02219 5.95452 0.052
H 3.61187 -7.33068 6.82585 0.051
H 2.77468 -5.77924 6.50922 0.059
H 1.04373 0.82987 -1.15502 0.088
H -2.63195 7.79280 -1.56952 0.047
H 2.85830 -2.46543 -3.55478 0.086
H -3.05728 3.42345 -0.23365 0.053
H -4.04155 6.76860 -1.94392 0.052
H 2.38372 -2.81581 2.01466 0.050
H -2.40857 1.94944 -4.46549 0.096
H -4.28226 4.29777 -1.18842 0.053
```

## Properties
- charge = -1
- LUMO (eV) = 1.51
- max |F| (eV/A) = 7.362



Entry 5:
Below is 2 unconnected molecules or ions with the total composition C2H3O2, with properties calculated with ωB97M-V/def2-TZVPD.

Structure (XYZ):
```
7
Properties=species:S:1:pos:R:3:nbo_charge:R:1
O 0.45365 1.21385 -0.89429 -0.064
O 1.25618 1.45315 0.28582 -0.072
C -0.06049 1.14331 0.36720 0.293
C -0.09605 -0.11617 -0.41792 0.094
H 1.66997 -1.72232 -0.20507 0.236
H -0.73723 1.80830 0.74206 0.250
H -1.07369 -0.27605 -1.02325 0.263
```

## Properties
- charge = +1
- LUMO (spin up / spin down) (eV) = -8.12 / -5.82
- energy relative to the best compared isomer or geometry (same formula, charge and spin) (eV) = 9.983
- max |F| (eV/A) = 4.543



no.,total energy (eV)
1,-66230.8833
2,-10305.9813
3,-165947.6238
4,-145983.8389
5,-6197.9188